{
  "formula": "C4H10N2",
  "method": "ωB97M-V/def2-TZVPD",
  "elements": ["N", "N", "C", "C", "C", "C", "H", "H", "H", "H", "H", "H", "H", "H", "H", "H"],
  "xyz": [[0.1635, 0.1040, -2.1571], [-0.3444, 1.2448, 1.3104], [-0.3900, -0.0707, 0.8787], [0.8959, -0.6264, 0.3635], [-1.5642, -0.7482, 0.9579], [1.1958, 0.0173, -1.1143], [1.3487, 1.0836, -0.7723], [0.5033, 1.8467, 1.0845], [-2.4741, -0.4939, 1.3423], [-1.5804, -1.8698, 0.8379], [-0.0919, -0.7746, -2.5847], [1.7448, -0.5969, 0.9803], [0.7788, -1.6561, 0.0491], [-0.6861, 0.3315, -1.6517], [2.1284, -0.5085, -1.4797], [-1.2294, 1.7644, 1.6060]],
  "forces_ev_per_angstrom": [[0.0, -0.5, 1.7], [-0.6, -0.2, -1.1], [2.3, 3.5, 1.2], [-2.0, -1.1, -3.3], [0.5, -4.2, -0.4], [0.8, 1.2, 1.0], [0.7, -0.8, -1.1], [-1.5, -1.2, 0.6], [-2.2, 1.8, 0.9], [0.5, 1.3, -0.4], [0.5, -0.4, -0.2], [1.0, 0.7, 1.0], [-0.4, -0.5, 0.7], [-0.3, 0.6, -0.4], [-1.0, 1.0, 0.4], [1.7, -1.1, -0.5]],
  "s2": 0.765,
  "orbital_gap_ev": [9.9045, 5.9680],
  "spin_multiplicity": 2,
  "e_above_lowest_ev": 2.027,
  "total_charge": 1,
  "e_homo_ev": [-13.7, -13.7],
  "largest_force_ha_per_bohr": 0.0840
}

=====

{
  "formula": "C51H44AsBr2CsFN3O7",
  "method": "ωB97M-V/def2-TZVPD",
  "elements": ["Cs", "Br", "Br", "As", "F", "O", "O", "O", "O", "O", "O", "O", "N", "N", "N", "C", "C", "C", "C", "C", "C", "C", "C", "C", "C", "C", "C", "C", "C", "C", "C", "C", "C", "C", "C", "C", "C", "C", "C", "C", "C", "C", "C", "C", "C", "C", "C", "C", "C", "C", "C", "C", "C", "C", "C", "C", "C", "C", "C", "C", "C", "C", "C", "C", "C", "C", "H", "H", "H", "H", "H", "H", "H", "H", "H", "H", "H", "H", "H", "H", "H", "H", "H", "H", "H", "H", "H", "H", "H", "H", "H", "H", "H", "H", "H", "H", "H", "H", "H", "H", "H", "H", "H", "H", "H", "H", "H", "H", "H", "H"],
  "xyz": [[-1.7906, 0.5567, 1.3478], [1.4503, 3.2748, 8.1302], [-2.5680, -0.4055, 6.6914], [-0.4672, 0.5860, -2.3176], [7.9629, 1.7197, 0.7452], [-1.6658, 0.2797, -1.2178], [-2.9194, -4.2794, 0.7232], [-1.5838, 0.2744, 3.8394], [-2.5321, 2.9126, 0.6140], [-8.2557, 3.6825, 1.1207], [-3.9752, 4.5912, 0.4928], [-6.4690, 4.9935, 0.7132], [0.3917, 1.9923, 3.0648], [-6.7522, 1.4600, 1.1455], [-4.6125, 1.0252, 0.9182], [1.9748, -0.6938, -3.2089], [-2.0821, 0.2743, -6.7379], [-0.8173, -4.1706, -1.3042], [1.8845, 3.3952, 4.9349], [-1.0826, 0.4636, -4.1509], [-3.6786, 3.3240, 0.6548], [-4.8202, 2.3918, 0.8614], [-0.6835, 3.3400, -1.7248], [-2.2901, 1.4291, -5.9954], [5.0279, -0.4746, 0.7301], [6.7364, 1.1692, 1.0877], [0.1264, 1.8448, 4.3909], [2.3751, -5.3841, -2.9859], [1.1180, -1.4272, -1.0725], [1.0073, -0.6302, -2.2056], [-6.0839, -0.9618, 1.2000], [-6.1578, 2.6775, 0.9962], [0.8528, 2.5423, 5.3833], [6.2480, 0.0830, 0.3888], [3.0529, -1.5521, -3.0715], [4.7818, 1.1574, 2.4810], [-1.7902, 1.5262, -4.7043], [3.1695, -2.3381, -1.9299], [-1.8096, -4.7000, 0.9444], [-0.9580, 0.8980, 4.7340], [2.2063, -2.2796, -0.9373], [1.0784, 4.9706, -1.8070], [1.6925, 2.7979, 1.2120], [1.3499, -5.8356, -0.7387], [-0.2469, 4.6477, -1.5565], [-0.4863, 1.4864, 7.0986], [2.1478, 3.5040, 3.6033], [0.5121, 2.3448, 6.7487], [0.1952, -4.3811, -2.2386], [-1.8828, -3.1574, -1.6238], [1.9771, 3.9916, -2.2144], [1.5498, 2.6831, -2.3833], [-1.1954, 0.7846, 6.1185], [-1.3791, -0.7876, -6.1878], [4.2032, 0.0192, 1.8063], [-0.8815, -0.6924, -4.8941], [6.0025, 1.7032, 2.1311], [0.3673, -5.6573, 0.2234], [0.2163, 2.3673, -2.1448], [1.2738, -5.2076, -1.9777], [-7.0438, 3.9021, 0.9707], [-0.7333, -4.8381, -0.0779], [-5.7977, 0.4960, 1.0895], [2.9690, -0.5105, 2.1583], [1.3726, 2.7731, 2.6769], [0.5312, -6.3476, 1.5582], [-2.8423, -3.6112, -1.8733], [4.0316, -2.9816, -1.8046], [2.3060, -2.8792, -0.0427], [-7.7499, 1.3865, 1.2764], [6.8325, -0.3290, -0.4289], [-2.4700, 0.2022, -7.7466], [2.2675, 1.9167, -2.6470], [1.4539, -6.9265, 1.5578], [-0.2919, -7.0303, 1.7758], [-4.9708, 4.7607, 0.6021], [4.2297, 1.5964, 3.3056], [2.2053, -6.4624, -0.5077], [2.3822, 3.6038, 0.9595], [0.7791, 2.9141, 0.6252], [-1.9550, 2.4326, -4.1341], [0.3540, -1.4019, -0.3043], [4.6784, -1.3307, 0.1678], [-0.9425, 5.3933, -1.1935], [3.8127, -1.5933, -3.8420], [6.3956, 2.5575, 2.6739], [-0.3355, -1.5253, -4.4668], [-2.0547, -2.5143, -0.7659], [2.9597, 4.1255, 3.2461], [2.1626, 1.8395, 0.9596], [-0.7347, 1.3397, 8.1413], [-1.2185, -1.6920, -6.7613], [3.3198, -5.0085, -2.5886], [-1.6979, 3.0732, -1.4627], [1.8878, -0.0802, -4.0990], [2.4712, 3.9426, 5.6614], [0.1607, -3.8336, -3.1752], [-1.5572, -5.0698, 1.9537], [2.5485, -1.3430, 1.6110], [0.5924, -5.6346, 2.3817], [-5.1534, -1.5135, 1.0871], [-6.5132, -1.2119, 2.1720], [-2.8438, 2.2573, -6.4192], [2.1609, -4.8382, -3.9041], [2.3943, -0.1051, 2.9810], [-6.7793, -1.2928, 0.4261], [2.5189, -6.4380, -3.2345], [1.4241, 5.9856, -1.6537], [3.0198, 4.2383, -2.3684], [-1.5516, -2.5435, -2.4610]],
  "forces_ev_per_angstrom": [[0.8, -1.3, 0.3], [0.0, 0.0, 0.0], [0.0, 0.0, 0.0], [-0.4, -0.1, 0.2], [0.0, 0.0, 0.0], [0.6, -0.2, -1.9], [-0.1, 0.1, 0.0], [0.2, -0.1, 1.7], [-0.5, 1.4, -0.3], [0.1, 0.0, 0.2], [0.5, 0.0, 0.0], [0.2, 0.0, 0.2], [0.0, 0.0, 0.4], [-0.1, -0.1, 0.0], [-0.6, 0.3, -0.1], [0.0, 0.0, 0.0], [0.0, 0.0, 0.0], [0.1, 0.1, -0.3], [0.0, 0.0, 0.1], [0.0, 0.0, 0.0], [-0.2, -0.2, 0.0], [0.1, 0.1, -0.1], [0.1, 0.1, 0.0], [0.0, 0.0, 0.0], [0.0, 0.0, 0.1], [0.0, 0.0, 0.0], [-0.1, 0.0, -0.1], [0.0, -0.1, 0.0], [0.1, 0.0, -0.1], [0.0, -0.1, 0.1], [0.0, 0.0, 0.0], [-0.1, -0.1, 0.1], [0.0, 0.0, 0.1], [-0.1, -0.1, 0.0], [0.0, 0.0, 0.0], [0.0, 0.0, 0.0], [0.0, 0.0, -0.1], [0.0, 0.1, 0.1], [0.2, -0.2, -0.3], [0.0, 0.0, 0.0], [0.0, 0.1, 0.0], [0.0, 0.0, 0.0], [0.0, 0.0, 0.0], [-0.1, 0.0, 0.1], [0.0, 0.0, 0.0], [-0.1, -0.1, 0.0], [0.0, 0.0, -0.1], [0.1, 0.0, -0.2], [-0.1, 0.0, 0.1], [0.1, -0.1, 0.1], [0.0, 0.0, 0.0], [0.0, 0.1, 0.1], [0.1, 0.1, 0.1], [0.0, 0.0, 0.0], [0.0, 0.2, 0.0], [-0.1, -0.1, -0.1], [-0.1, 0.1, 0.1], [0.2, -0.1, -0.1], [0.0, 0.0, 0.0], [0.0, -0.1, -0.1], [-0.2, 0.0, -0.5], [-0.3, 0.1, 0.5], [0.0, 0.0, 0.0], [0.2, 0.0, -0.2], [0.0, 0.0, 0.0], [0.0, 0.0, 0.0], [0.0, -0.1, 0.0], [0.0, 0.0, 0.0], [0.0, 0.0, 0.0], [0.0, 0.0, 0.0], [0.0, 0.0, 0.0], [0.0, 0.0, 0.0], [0.0, 0.0, 0.0], [0.0, 0.0, 0.0], [0.0, 0.0, 0.0], [-0.6, 0.3, -0.1], [0.0, 0.0, 0.0], [0.0, 0.0, 0.0], [0.0, 0.0, 0.0], [0.0, 0.0, 0.0], [0.0, 0.0, 0.0], [0.0, 0.1, 0.0], [0.0, -0.1, 0.0], [0.0, 0.0, 0.0], [0.0, 0.0, 0.0], [0.0, 0.0, 0.0], [0.0, 0.0, 0.0], [-0.1, 0.2, -0.1], [0.0, 0.0, 0.0], [0.0, 0.0, 0.0], [0.0, 0.0, 0.0], [0.0, 0.0, 0.0], [0.0, 0.0, 0.0], [0.0, 0.0, 0.0], [0.0, 0.0, 0.0], [0.0, 0.0, 0.0], [0.0, 0.0, 0.0], [0.0, 0.1, 0.0], [0.0, -0.1, 0.0], [0.0, 0.0, 0.0], [0.0, 0.0, 0.0], [0.0, 0.0, 0.0], [0.0, 0.0, 0.0], [0.0, 0.0, 0.0], [0.0, 0.0, 0.0], [0.0, 0.0, 0.0], [0.0, 0.0, 0.0], [0.0, 0.0, 0.0], [0.0, 0.0, 0.0], [-0.1, 0.0, 0.0]],
  "orbital_gap_ev": 3.4363,
  "spin_multiplicity": 1,
  "e_above_lowest_ev": 0.719,
  "total_charge": -2,
  "e_homo_ev": -0.3,
  "largest_force_ha_per_bohr": 0.0387
}

=====

{
  "formula": "C4H7NO2",
  "method": "ωB97M-V/def2-TZVPD",
  "elements": ["O", "O", "N", "C", "C", "C", "C", "H", "H", "H", "H", "H", "H", "H"],
  "xyz": [[0.6422, 2.2920, 0.0193], [-1.0323, -1.9164, -0.4718], [-0.2013, -0.9098, -0.9784], [0.3066, -0.3475, 1.4431], [0.2782, -0.0361, -0.0159], [0.8365, 1.0952, -0.6825], [-0.5105, 1.7142, -0.6472], [-1.2385, 1.3345, 0.0979], [0.3877, 0.5918, 1.9969], [-0.7435, -0.3109, -1.6227], [-0.7769, -2.6906, -0.9908], [1.4358, 1.0458, -1.5880], [1.1918, -0.9537, 1.6805], [-0.5757, -0.9086, 1.7596]],
  "forces_ev_per_angstrom": [[0.2, 0.0, 0.4], [-0.1, -0.3, -0.1], [0.1, 0.3, 0.0], [-0.1, 0.1, 0.0], [0.0, -0.1, 0.0], [0.1, -0.2, -0.2], [-0.3, 0.4, 0.1], [0.0, 0.0, 0.0], [0.0, -0.1, -0.1], [0.1, -0.5, -0.1], [0.0, 0.0, 0.2], [-0.1, 0.1, 0.1], [-0.1, 0.1, -0.1], [0.1, 0.1, -0.1]],
  "orbital_gap_ev": 8.4010,
  "spin_multiplicity": 1,
  "e_above_lowest_ev": 7.114,
  "total_charge": 0,
  "e_homo_ev": -7.8,
  "largest_force_ha_per_bohr": 0.0104
}